Below is a single C5H7NO molecule, with properties calculated with ωB97M-V/def2-TZVPD.

Lowest unoccupied orbital energy, eV: 0.3383
HOMO level, Ha: -0.332

Structure (XYZ):
```
14
Properties=species:S:1:pos:R:3:nbo_charge:R:1
C 0.0187 1.7172 0.0145 -0.317
C -0.9123 0.9409 -0.5199 -0.227
C -1.3962 -0.2975 0.1960 -0.514
C -0.4034 -1.2952 -0.3440 0.254
N 0.8043 -1.4791 -0.0334 -0.482
C 1.8811 -0.8331 0.5011 0.507
O 2.2648 0.2715 0.1644 -0.581
H 0.3415 1.5724 1.0406 0.194
H 0.5765 2.4503 -0.5543 0.211
H -1.1706 1.0179 -1.5728 0.204
H -1.3468 -0.1847 1.2818 0.232
H -2.4178 -0.5795 -0.0832 0.224
H -0.7406 -1.8285 -1.2359 0.174
H 2.5007 -1.4725 1.1451 0.123
```

Below is a single C5H7NO molecule, with properties calculated with ωB97M-V/def2-TZVPD.

Lowest unoccupied orbital energy, eV: 1.0447
HOMO level, Ha: -0.295

Structure (XYZ):
```
14
Properties=species:S:1:pos:R:3:nbo_charge:R:1
C -1.6874 -1.0809 0.1716 -0.655
C -0.3277 -0.5127 0.3150 0.236
O 0.6714 -1.2918 0.8300 -0.410
C 1.8481 -0.6902 0.5294 0.099
C 1.6215 0.4606 -0.1497 -0.351
C 0.2040 0.6196 -0.2072 0.059
N -0.5045 1.7391 -0.7100 -0.820
H -2.2398 -1.1556 1.1104 0.218
H -2.2372 -0.4343 -0.5191 0.237
H -1.6236 -2.0785 -0.2798 0.226
H 2.7351 -1.1846 0.8999 0.203
H 2.2592 0.9777 -0.8420 0.223
H 0.1340 2.3418 -1.2187 0.364
H -0.8531 2.2896 0.0702 0.371
```

Below is a single C5H7NO molecule, with properties calculated with ωB97M-V/def2-TZVPD.

Lowest unoccupied orbital energy (spin up / spin down), eV: 0.2810 / 0.6693
HOMO level (spin up / spin down), Ha: -0.261 / -0.276

Structure (XYZ):
```
14
Properties=species:S:1:pos:R:3:nbo_charge:R:1
C -0.0066 0.0248 2.4558 -0.203
N 0.6594 -0.3112 1.3592 -0.460
C 0.2727 0.2856 0.2071 -0.038
C -0.8387 -0.3126 -0.6478 0.035
C -0.4822 0.6810 -1.7559 -0.401
C 0.8177 0.0579 -1.2014 0.029
O 0.1437 -1.2667 -1.2507 -0.542
H -0.1102 -0.6854 3.2641 0.180
H -0.4491 1.0049 2.4933 0.200
H 1.4170 -0.9986 1.4318 0.390
H -1.8112 -0.7169 -0.3581 0.200
H -0.6787 1.7453 -1.5969 0.206
H -0.7495 0.3451 -2.7596 0.208
H 1.8157 0.1469 -1.6407 0.196
```

Below is a molecular structure, C5H7NO in a non-equilibrium geometry, with properties calculated with ωB97M-V/def2-TZVPD.

Lowest unoccupied orbital energy (spin up / spin down), eV: 0.2229 / 0.2226
HOMO level (spin up / spin down), Ha: -0.258 / -0.258

Structure (XYZ):
```
14
Properties=species:S:1:pos:R:3:nbo_charge:R:1
C -1.1332 -0.5552 0.5757 0.530
C 0.0352 -0.6040 -1.3376 0.149
C 1.1861 -0.1218 -0.5558 -0.068
C -1.8748 -0.4775 1.6631 -0.559
C 1.2080 1.2722 -0.8818 -0.697
O 0.6780 -0.4100 0.9513 -0.677
N -1.1194 -0.6097 -0.7088 -0.532
H 0.8042 0.4351 1.4126 0.504
H 0.1164 -0.8961 -2.3731 0.218
H 2.1140 -0.6589 -0.7275 0.231
H -2.9451 -0.5913 1.5641 0.250
H -1.4402 -0.3161 2.6349 0.241
H 0.2780 1.8211 -0.9002 0.200
H 2.0927 1.7122 -1.3171 0.211
```

Below is a single C5H7NO molecule, with properties calculated with ωB97M-V/def2-TZVPD.

Lowest unoccupied orbital energy, eV: 0.9863
HOMO level, Ha: -0.282

Structure (XYZ):
```
14
Properties=species:S:1:pos:R:3:nbo_charge:R:1
C 1.1444 1.8160 0.8052 -0.624
C 0.3266 0.7540 0.1364 -0.070
C -1.0188 0.8359 0.0898 0.037
O -1.5678 -0.3388 -0.3465 -0.429
C -0.5380 -1.1714 -0.5964 0.467
N -0.9265 -2.4352 -1.0288 -0.814
C 0.6587 -0.5625 -0.3645 -0.405
H 0.4686 2.6345 1.0810 0.216
H 1.9628 2.2275 0.2047 0.214
H 1.5724 1.4364 1.7418 0.216
H -1.7016 1.6434 0.2996 0.200
H -1.7996 -2.7147 -0.5928 0.386
H -0.2154 -3.1360 -0.8745 0.382
H 1.6342 -0.9892 -0.5551 0.225
```

Below is 2 unconnected molecules or ions with the total composition C5H7NO in a non-equilibrium geometry, with properties calculated with ωB97M-V/def2-TZVPD.

Lowest unoccupied orbital energy, eV: 0.2931
HOMO level, Ha: -0.328

Structure (XYZ):
```
14
Properties=species:S:1:pos:R:3:nbo_charge:R:1
H -0.1716 -2.2133 0.3643 0.349
N -0.2299 -1.3181 -0.1331 -0.620
C -1.2056 -0.5768 0.1364 0.096
C -1.3899 0.6946 -0.3862 -0.252
C -2.3089 1.6022 -0.0851 -0.311
H -2.0404 -0.8315 0.7279 0.146
H -0.7663 0.9206 -1.3301 0.211
H -2.4766 2.5183 -0.5561 0.211
H -2.9462 1.2878 0.7420 0.181
C 2.7808 -0.8606 0.3834 -0.802
C 2.6674 0.2816 -0.2439 0.723
O 2.7119 1.3234 -0.8040 -0.477
H 3.6392 -1.4084 0.6930 0.263
H 1.7362 -1.4199 0.4917 0.282
```

Below is a molecular structure, C5H7NO, with properties calculated with ωB97M-V/def2-TZVPD.

Lowest unoccupied orbital energy, eV: 0.8820
HOMO level, Ha: -0.359

Structure (XYZ):
```
14
Properties=species:S:1:pos:R:3:nbo_charge:R:1
O 1.8189 -0.6230 -0.9024 -0.697
C 1.1917 -0.1653 0.2599 0.082
C 0.4354 1.1445 0.2744 -0.140
C -0.9569 0.8673 -0.1774 -0.104
C -1.0889 -0.6130 -0.4864 -0.426
C -0.1561 -0.7617 0.7181 -0.087
N -0.5740 0.6238 1.2371 -0.347
H 1.1919 -0.5240 -1.6305 0.465
H 1.9327 -0.2112 1.0610 0.193
H 0.8279 2.1543 0.3558 0.219
H -1.6395 1.6703 -0.4403 0.218
H -0.7463 -1.0075 -1.4524 0.190
H -2.0976 -0.9806 -0.2893 0.225
H -0.2074 -1.6213 1.3872 0.210
```

Below is a single C5H7NO molecule, with properties calculated with ωB97M-V/def2-TZVPD.

Lowest unoccupied orbital energy, eV: 0.9904
HOMO level, Ha: -0.360

Structure (XYZ):
```
14
Properties=species:S:1:pos:R:3:nbo_charge:R:1
H -2.7640 -1.1903 0.7917 0.347
N -1.9278 -0.9426 1.3238 -0.680
C -1.0234 -0.5473 0.5408 0.560
O -1.1725 -0.4198 -0.8167 -0.509
C 0.1099 -0.3249 -1.4428 -0.062
C 1.0651 0.1591 -0.3712 -0.252
C 0.6702 1.2983 0.5177 -0.399
C 0.3512 -0.1167 0.9253 -0.310
H 0.0040 0.3090 -2.3271 0.195
H 0.4250 -1.3286 -1.7597 0.180
H 2.1192 -0.0609 -0.5038 0.232
H -0.1460 1.9677 0.2561 0.224
H 1.4774 1.7688 1.0729 0.227
H 0.8116 -0.5718 1.7929 0.247
```

Below is a molecular structure, C5H7NO in a non-equilibrium geometry, with properties calculated with ωB97M-V/def2-TZVPD.

Lowest unoccupied orbital energy, eV: 0.5874
HOMO level, Ha: -0.329

Structure (XYZ):
```
14
Properties=species:S:1:pos:R:3:nbo_charge:R:1
C -1.8680 0.0564 0.0289 -0.620
C -0.3869 -0.1183 0.0204 -0.023
N 0.2306 -1.0384 1.0152 -0.545
C 0.6428 0.3019 0.9801 -0.038
C 1.7052 0.5316 -0.6509 -0.533
C 0.4619 0.0105 -1.2194 0.503
O 0.1887 -0.3395 -2.3488 -0.544
H -2.1398 1.0461 -0.3496 0.224
H -2.2662 -0.0743 1.0371 0.227
H -2.3100 -0.6942 -0.6330 0.237
H 0.9297 -1.6655 0.6326 0.375
H 0.5567 0.9781 1.8432 0.237
H 2.6084 -0.0755 -0.6946 0.222
H 1.6468 1.0811 0.3389 0.279
```

Below is a molecular structure, C5H7NO2 in a non-equilibrium geometry, with properties calculated with ωB97M-V/def2-TZVPD.

Lowest unoccupied orbital energy, eV: 0.3814
HOMO level, Ha: -0.323

Structure (XYZ):
```
15
Properties=species:S:1:pos:R:3:nbo_charge:R:1
C -0.5031 0.1508 0.3891 0.038
C -1.7044 -0.0904 -0.4990 -0.627
N 0.0590 1.4618 0.3340 -0.639
C 1.4203 1.2944 0.3384 0.650
C 0.8353 -0.8951 -0.5424 0.156
C 1.4992 -0.1993 0.4508 -0.272
O 0.8230 -2.2350 -0.3577 -0.692
O 2.2941 2.1255 0.3554 -0.579
H 0.2584 -2.6329 -1.0293 0.484
H -0.4341 2.3177 0.1310 0.413
H -0.7072 -0.1833 1.4098 0.193
H 2.1983 -0.6631 1.1450 0.222
H -1.5126 0.2565 -1.5117 0.227
H -2.5683 0.4422 -0.0858 0.205
H -1.9580 -1.1497 -0.5277 0.220
```

Below is a single C5H7NO2 molecule in a non-equilibrium geometry, with properties calculated with ωB97M-V/def2-TZVPD.

Lowest unoccupied orbital energy, eV: 0.3780
HOMO level, Ha: -0.299

Structure (XYZ):
```
15
Properties=species:S:1:pos:R:3:nbo_charge:R:1
C -2.4392 -1.4151 -0.2852 -0.528
C -1.5011 -0.6054 0.3362 0.108
O -0.2586 -0.4380 -0.1408 -0.515
C 0.4298 0.8179 -0.0194 0.491
N -0.0507 2.0072 0.0011 -0.838
C 1.7134 0.4292 -0.3656 -0.467
C 2.1774 -1.0135 0.1863 0.408
O 3.3558 -1.2018 -0.0179 -0.542
H -1.7946 -1.6426 -1.3614 0.241
H -3.4714 -1.6651 0.1786 0.255
H -1.6384 0.0798 1.2599 0.163
H -1.1738 2.2415 -0.0154 0.452
H 0.8526 2.6417 0.0249 0.451
H 2.4218 1.4219 -0.3777 0.173
H 1.3770 -1.6576 0.5964 0.148
```

Below is a single C5H7NO2 molecule in a non-equilibrium geometry, with properties calculated with ωB97M-V/def2-TZVPD.

Lowest unoccupied orbital energy, eV: 0.8138
HOMO level, Ha: -0.350

Structure (XYZ):
```
15
Properties=species:S:1:pos:R:3:nbo_charge:R:1
C -1.2676 0.4176 0.0420 0.083
C -0.1222 0.6484 0.8764 -0.169
C -0.0585 0.4367 -0.9608 -0.102
C 1.0265 -0.6807 -0.6143 0.076
C 0.7974 -0.5456 0.8667 -0.019
H -1.3029 -1.5367 0.0917 0.481
H -2.1409 1.1639 -0.2908 0.243
H -0.4222 1.1823 1.8222 0.223
H 1.4926 1.1496 -0.0400 0.333
H -0.3425 0.3983 -2.1198 0.201
H 1.8870 -0.8457 -0.9824 0.182
H 1.5664 -0.7029 1.6099 0.232
N 0.4683 1.4910 -0.2097 -0.556
O -1.9802 -0.8862 -0.0138 -0.734
O 0.3989 -1.6900 -0.0774 -0.473
```

Below is a single C5H7NO2 molecule in a non-equilibrium geometry, with properties calculated with ωB97M-V/def2-TZVPD.

Lowest unoccupied orbital energy, eV: 0.6124
HOMO level, Ha: -0.357

Structure (XYZ):
```
15
Properties=species:S:1:pos:R:3:nbo_charge:R:1
O 1.4977 -0.5052 -1.1911 -0.500
C 1.9004 -0.6430 -0.0189 0.434
C 1.4062 0.1890 1.0735 -0.602
C 0.1073 0.7894 0.3398 0.721
O -0.0669 1.6793 -0.5905 -0.544
N -1.0036 -0.1486 0.7261 -0.510
C -1.5236 -1.2715 -0.1070 -0.250
C -2.2241 0.1309 -0.1292 -0.252
H 2.8906 -1.3050 0.3101 0.124
H 2.1466 0.9403 1.3732 0.265
H 1.0709 -0.4448 1.8182 0.254
H -2.0079 -2.1366 0.2981 0.203
H -1.1472 -1.7123 -1.0214 0.217
H -2.3195 0.9632 -1.0555 0.249
H -3.0516 0.1740 0.4976 0.189
```

Below is a single C5H7NO2 molecule in a non-equilibrium geometry, with properties calculated with ωB97M-V/def2-TZVPD.

Lowest unoccupied orbital energy, eV: 0.7771
HOMO level, Ha: -0.354

Structure (XYZ):
```
15
Properties=species:S:1:pos:R:3:nbo_charge:R:1
O 2.4505 -0.6361 0.4831 -0.599
C 1.8028 0.2574 -0.2205 0.481
N 0.5383 0.0878 -0.6609 -0.164
O -0.3287 1.2526 -0.6225 -0.356
C -0.9112 1.2277 0.7211 -0.094
C -1.1721 -0.3597 0.8504 -0.266
C -1.9268 -0.9302 -0.5117 -0.424
C -0.3234 -1.0905 -0.1837 -0.104
H 2.3439 1.0957 -0.8094 0.156
H -0.3368 1.4084 1.6116 0.185
H -1.6913 1.9760 0.7271 0.209
H -1.5113 -0.7447 1.9015 0.238
H -2.2723 -1.8761 -0.4908 0.212
H -2.1515 0.0241 -1.3184 0.258
H 0.0613 -2.0582 0.1861 0.268
```

Below is a single C5H7NO2 molecule in a non-equilibrium geometry, with properties calculated with ωB97M-V/def2-TZVPD.

Lowest unoccupied orbital energy, eV: 0.9232
HOMO level, Ha: -0.370

Structure (XYZ):
```
15
Properties=species:S:1:pos:R:3:nbo_charge:R:1
C -1.0011 -0.6520 -0.0740 0.028
C -0.3957 0.3549 -0.9389 0.038
C -0.4152 0.2323 0.9515 0.050
C 1.1141 0.1012 0.6923 -0.121
C 1.1108 0.2467 -0.6656 -0.081
H -2.7718 0.2663 0.2330 0.473
H -0.5622 -1.6263 -0.3957 0.237
H -0.8178 0.4857 -1.9052 0.205
H -0.7305 0.4915 1.9557 0.216
H 1.7248 0.6458 1.3393 0.210
H 2.4689 -1.0505 0.0134 0.351
H 1.8700 0.8815 -1.1122 0.219
N 1.4784 -1.1025 -0.0631 -0.581
O -2.4597 -0.7164 -0.0117 -0.703
O -0.6131 1.4417 -0.0187 -0.540
```

Below is a single C5H7NO2 molecule in a non-equilibrium geometry, with properties calculated with ωB97M-V/def2-TZVPD.

Lowest unoccupied orbital energy, eV: 0.8010
HOMO level, Ha: -0.295

Structure (XYZ):
```
15
Properties=species:S:1:pos:R:3:nbo_charge:R:1
C 2.1239 -0.2073 0.5015 -0.265
O 1.4111 -0.2962 -0.7334 -0.352
N 0.0571 -0.2012 -0.5592 -0.093
C -0.7735 -1.2570 -0.4246 -0.097
C -1.9949 -0.7839 0.0336 -0.292
C -1.8865 0.6314 0.1481 -0.360
C -0.6421 0.9533 -0.2277 0.389
O -0.0127 2.1673 -0.2737 -0.664
H 2.1054 -1.2368 1.0123 0.179
H 3.1706 0.0275 0.2129 0.202
H 1.7330 0.5351 1.1857 0.198
H -0.3738 -2.2299 -0.6592 0.218
H -2.7854 -1.4580 0.2191 0.223
H -2.6314 1.2489 0.6346 0.234
H 0.4990 2.1068 -1.0701 0.481
```

Below is 2 unconnected molecules or ions with the total composition C5H7NO2 in a non-equilibrium geometry, with properties calculated with ωB97M-V/def2-TZVPD.

Lowest unoccupied orbital energy, eV: 0.0912
HOMO level, Ha: -0.370

Structure (XYZ):
```
15
Properties=species:S:1:pos:R:3:nbo_charge:R:1
C 0.2439 0.7486 -1.4166 -0.304
C -0.4299 0.5975 -0.2757 -0.138
C -1.6878 -0.1991 -0.1505 -0.645
C 0.0565 1.2793 0.9376 0.415
O 1.0896 1.8945 1.0253 -0.528
H -0.0648 0.2930 -2.3418 0.199
H 1.1373 1.3510 -1.4380 0.212
H -2.4290 0.3656 0.4110 0.217
H -1.5099 -1.1329 0.3797 0.233
H -2.0903 -0.4417 -1.1313 0.225
H -0.6191 1.1895 1.8070 0.110
N 1.9057 -1.0640 1.0104 -0.770
C 1.2429 -1.8296 0.3876 0.860
O 0.4917 -2.6022 -0.0293 -0.524
H 2.6632 -0.4494 0.8245 0.437
```